Record 1
Here is 3 unconnected molecules or ions with the total composition C2H11N2O2 in a non-equilibrium geometry from the Open Molecules 2025 dataset. Energies are from ωB97M-V with the def2-TZVPD basis set.

```
17
C2H11N2O2 | the Open Molecules 2025 dataset | ωB97M-V with the def2-TZVPD basis set
C 0.0099 2.1306 0.8375
N -0.0928 1.3608 -0.3866
C -1.3123 0.9995 -0.8642
N -1.4323 -0.2300 -1.2739
H -0.0101 3.2003 0.6775
H -0.7798 1.8180 1.5104
H 0.9989 1.8701 1.2581
H 0.6887 1.3848 -1.0319
H -2.0072 1.8196 -0.8471
H -0.7529 -0.9896 -1.0486
H -2.3302 -0.3693 -1.7171
H 2.8253 -1.5106 1.2814
H 2.0380 -1.0006 2.4824
O 1.9244 -1.3859 1.6085
H -0.1400 -2.9496 -0.0668
H 0.7661 -1.8408 0.3030
O 0.2532 -2.1615 -0.4701
```

ΔE to the lowest compared entry with this formula, charge and spin = 115.8 kJ/mol
HOMO level = -0.5246 hartree
HOMO-LUMO gap = 10.24 eV
Total charge = +1
E_LUMO = -4.038 eV

=====

Record 2
Here is a molecular structure, C64H69BrO4P2RbSi in a non-equilibrium geometry from the Open Molecules 2025 dataset. Energies are from ωB97M-V with the def2-TZVPD basis set.

```
142
C64H69BrO4P2RbSi | the Open Molecules 2025 dataset | ωB97M-V with the def2-TZVPD basis set
Rb -0.2677 0.0873 -0.6726
C 3.3669 2.2591 -2.2423
C 4.2964 1.0740 -1.9675
P 3.4940 -0.1306 -0.7872
C 4.3533 0.3824 0.7588
C 3.8606 1.5155 1.4093
C 4.4382 1.9744 2.5841
C 5.5076 1.2870 3.1450
C 5.9978 0.1509 2.5153
C 5.4291 -0.2955 1.3277
C 4.3316 -1.6905 -1.2140
C 5.6428 -1.7613 -1.6836
C 6.2191 -2.9904 -1.9741
C 5.4932 -4.1614 -1.7952
C 4.1833 -4.1010 -1.3419
C 3.6049 -2.8710 -1.0570
C 2.1709 1.8580 -3.1212
P 0.6633 2.7938 -2.6345
C -0.5560 2.2721 -3.8980
C -1.8810 2.6547 -3.6793
C -2.8851 2.2837 -4.5609
C -2.5767 1.5099 -5.6721
C -1.2662 1.1159 -5.8951
C -0.2631 1.4955 -5.0141
C 1.1365 4.4714 -3.2480
C 1.5642 5.4070 -2.3062
C 1.9859 6.6742 -2.6937
C 1.9704 7.0261 -4.0350
C 1.5365 6.1065 -4.9835
C 1.1248 4.8395 -4.5934
H 3.9154 3.0657 -2.7327
H 3.0184 2.6682 -1.2859
H 5.2442 1.4119 -1.5479
H 4.5035 0.5453 -2.9006
H 2.9864 2.0184 1.0090
H 4.0377 2.8529 3.0776
H 5.9477 1.6287 4.0739
H 6.8248 -0.3965 2.9516
H 5.8173 -1.1866 0.8503
H 6.2276 -0.8569 -1.8134
H 7.2360 -3.0334 -2.3473
H 5.9296 -5.1184 -2.0506
H 3.5997 -5.0067 -1.2453
H 2.5633 -2.8280 -0.7546
H 1.9347 0.7958 -2.9833
H 2.4148 2.0056 -4.1744
H -2.1243 3.2437 -2.8001
H -3.9099 2.5774 -4.3694
H -3.3603 1.1957 -6.3501
H -1.0239 0.4914 -6.7457
H 0.7481 1.1518 -5.1926
H 1.5637 5.1362 -1.2546
H 2.3179 7.3867 -1.9483
H 2.2895 8.0145 -4.3422
H 1.5175 6.3786 -6.0319
H 0.7818 4.1322 -5.3405
C -5.0566 -2.8916 -0.9804
C -4.0309 -3.7719 -0.2456
C -3.0465 -4.2965 -1.3054
C -4.7172 -4.9787 0.4054
Si -3.0227 -2.6933 0.9713
O -2.0851 -1.6404 0.2602
C -4.2085 -1.8359 2.2171
C -3.6679 -0.7604 2.9396
C -4.4185 -0.0143 3.8395
C -5.7595 -0.3194 4.0432
C -6.3289 -1.3712 3.3389
C -5.5622 -2.1137 2.4425
C -1.9983 -3.9006 2.0366
C -2.3543 -4.3123 3.3266
C -1.5630 -5.1979 4.0552
C -0.3942 -5.7040 3.5007
C -0.0139 -5.3082 2.2221
C -0.7997 -4.4099 1.5102
H -5.5788 -3.4770 -1.7500
H -4.5553 -2.0539 -1.4760
H -5.8125 -2.4704 -0.3110
H -3.5909 -4.8502 -2.0824
H -2.3063 -4.9784 -0.8761
H -2.5128 -3.4727 -1.7868
H -5.2171 -5.5843 -0.3631
H -5.4721 -4.7003 1.1450
H -3.9893 -5.6203 0.9115
H -2.6306 -0.4915 2.7717
H -3.9603 0.8088 4.3773
H -6.3547 0.2601 4.7391
H -7.3750 -1.6151 3.4839
H -6.0441 -2.9256 1.9131
H -3.2690 -3.9304 3.7738
H -1.8580 -5.4927 5.0559
H 0.2196 -6.3992 4.0618
H 0.9016 -5.6901 1.7854
H -0.4670 -4.0774 0.5297
O -0.8915 -0.7857 -2.9604
C -0.1253 -1.7020 -3.1014
C 0.0755 -1.0763 3.9486
C 1.2148 -2.0224 3.5492
C 2.0677 -1.1870 2.5808
O 1.3177 0.0050 2.2780
C -0.0282 -0.1956 2.7164
H 0.3441 -0.4771 4.8224
H -0.8493 -1.6137 4.1568
H 0.8052 -2.8979 3.0461
H 1.7959 -2.3644 4.4054
H 2.2790 -1.7339 1.6581
H 3.0177 -0.8742 3.0132
H -0.6179 -0.6996 1.9392
H -0.4616 0.7879 2.9147
C -3.9956 6.3271 4.3010
C -3.0538 5.4759 3.4934
C -3.5227 4.6582 2.4777
C -2.6721 3.8519 1.7259
C -3.2704 2.9566 0.6709
C -1.2980 3.8875 2.0125
C -0.3286 3.0755 1.2467
O -0.5809 2.3701 0.3008
C -0.8040 4.6928 3.0549
C 0.6624 4.7245 3.4365
C -1.6909 5.4771 3.7737
H -4.9941 6.3352 3.8656
H -3.6373 7.3559 4.3614
H -4.0763 5.9484 5.3223
H -4.5861 4.6336 2.2636
H -4.3526 3.0787 0.6511
H -3.0434 1.9063 0.8628
H -2.8670 3.1794 -0.3168
H 0.7177 3.1280 1.5928
H 1.0419 3.7299 3.6764
H 0.8011 5.3551 4.3134
H 1.2855 5.1288 2.6363
H -1.3140 6.0996 4.5795
Br 3.8347 -6.1966 -4.2555
C 2.6093 -4.7813 -3.8655
C 1.5031 -5.0134 -3.0314
C 0.6008 -4.0346 -2.7247
C 0.7393 -2.6773 -3.3063
C 1.9320 -2.4717 -4.1691
C 2.7967 -3.5045 -4.4138
H 1.3518 -6.0043 -2.6137
H -0.2514 -4.2545 -2.0970
H 2.0925 -1.5041 -4.6331
H 3.6504 -3.3268 -5.0602
```

ΔE to the lowest compared entry with this formula, charge and spin = 0.0 kJ/mol
HOMO level = -0.0772 hartree
HOMO-LUMO gap = 3.61 eV
Total charge = -1
E_LUMO = 1.512 eV

=====

Record 3
Here is a molecular structure, C28H59O22V in a non-equilibrium geometry from the Open Molecules 2025 dataset. Energies are from ωB97M-V with the def2-TZVPD basis set.

```
110
C28H59O22V | the Open Molecules 2025 dataset | ωB97M-V with the def2-TZVPD basis set
V -0.1659 0.1483 -0.0559
O -1.7614 -0.9582 0.2519
H -2.3214 -1.7565 0.1928
O 1.6083 1.0088 0.2015
H 2.5169 1.3612 0.2709
C -0.3541 1.1816 -3.3831
O -0.3881 0.9095 -2.0056
H 0.3593 1.9760 -3.6026
H -0.0023 0.2790 -3.8827
H -1.3221 1.4531 -3.8041
C -0.0390 -3.0910 -3.0126
O 1.2461 -3.1437 -2.4596
C 1.6585 -2.3643 -1.4022
O 0.9500 -1.5313 -0.8493
O 2.9840 -2.4877 -1.1718
C 3.7875 -3.4848 -1.7729
H -0.3238 -2.0490 -3.1581
H -0.7566 -3.5223 -2.3146
H -0.1825 -3.5455 -3.9929
H 4.8676 -3.4211 -1.6412
H 3.6355 -3.4358 -2.8512
H 3.4535 -4.4692 -1.4453
C 0.0435 4.1461 -0.3684
O -1.3186 4.0585 0.0198
C -1.8001 2.9326 0.5062
O -1.1821 1.8838 0.7060
O -3.1175 3.0144 0.5637
C -3.9741 1.9071 0.9499
H 0.3182 5.1592 -0.6620
H 0.1350 3.5881 -1.3003
H 0.7599 3.7881 0.3710
H -4.8613 1.9608 0.3190
H -4.2270 2.0917 1.9940
H -3.5406 0.9111 0.8599
C 2.5204 -2.2053 2.6283
O 1.3535 -2.0491 3.4481
C 0.3274 -1.1683 3.0656
O 0.2527 -0.4860 2.0342
O -0.6286 -1.2814 3.9794
C -1.9126 -0.7474 3.6828
H 2.2236 -2.4114 1.5999
H 3.2067 -3.0150 2.8761
H 3.0662 -1.2644 2.5589
H -2.3905 -0.6886 4.6607
H -2.6133 -1.3831 3.1415
H -1.9599 0.2152 3.1737
C 5.4314 0.1094 0.4282
O 6.4672 -0.5438 1.1108
C 6.4221 -1.8987 1.2605
O 5.5602 -2.7090 0.8025
O 7.4255 -2.1582 2.2459
C 7.5237 -3.4280 2.8439
H 5.2907 -0.3517 -0.5494
H 5.5270 1.1913 0.3362
H 4.4531 0.0463 0.9046
H 7.1990 -4.1697 2.1141
H 6.9048 -3.5221 3.7362
H 8.5245 -3.6984 3.1805
C -7.1580 2.3133 -2.6303
O -5.7581 2.3128 -2.6083
C -5.0032 3.1989 -3.2623
O -5.4166 4.0730 -4.0261
O -3.7848 3.0330 -2.7632
C -2.6515 3.9582 -3.0772
H -7.5348 3.2128 -2.1433
H -7.5940 1.4322 -2.1596
H -7.5141 2.3878 -3.6578
H -2.2103 3.7598 -4.0539
H -1.8748 3.8761 -2.3169
H -3.0019 4.9901 -3.1014
C 1.9548 2.7615 6.3080
C 1.0824 2.2714 5.2030
O -0.1066 1.9985 5.3684
C 1.6666 2.2080 3.8559
H 2.9429 2.3064 6.3768
H 1.5182 2.7311 7.3062
H 2.1132 3.8321 6.1788
H 1.0735 2.8838 3.2397
H 1.6752 1.1589 3.5602
H 2.7085 2.5269 3.8289
C -1.1811 -4.2098 1.8798
C -2.4472 -4.8450 1.4210
O -2.7664 -6.0317 1.5727
C -3.4203 -3.8635 0.7813
H -0.5613 -4.9155 2.4329
H -1.3908 -3.3833 2.5588
H -0.5707 -3.8986 1.0321
H -4.3216 -4.3501 0.4087
H -3.0579 -3.3432 -0.1053
H -3.6038 -3.0132 1.4382
C 3.2799 0.7326 -3.1992
C 4.2535 1.7992 -2.7292
O 5.4369 1.8368 -2.9481
C 3.6734 2.9295 -1.9286
H 2.5716 0.4906 -2.4068
H 3.7568 -0.1667 -3.5889
H 2.7326 1.1729 -4.0327
H 2.8825 2.4424 -1.3583
H 3.1880 3.6689 -2.5655
H 4.3721 3.5152 -1.3310
C -5.6616 -0.9562 -1.1669
C -4.9736 -0.8933 -2.5455
O -5.3839 -1.4970 -3.5018
C -3.6108 -0.2077 -2.5993
H -5.0019 -1.3663 -0.4022
H -6.4834 -1.6709 -1.2116
H -6.0109 0.0244 -0.8435
H -2.8059 -0.9360 -2.4999
H -3.4050 0.4894 -1.7871
H -3.4761 0.3389 -3.5327
```

HOMO level (alpha / beta) = -0.3045 / -0.3078 hartree
HOMO-LUMO gap (alpha / beta) = 8.57 / 8.67 eV
Total charge = 0
E_LUMO (alpha / beta) = 0.289 / 0.292 eV
2S+1 = 3

=====

Record 4
Here is C5H8BrNO4 in the gas phase in a non-equilibrium geometry from the Open Molecules 2025 dataset. Energies are from ωB97M-V with the def2-TZVPD basis set.

```
19
C5H8BrNO4 | the Open Molecules 2025 dataset | ωB97M-V with the def2-TZVPD basis set
C -1.1893 1.3805 -0.5418
C -2.1524 2.3617 0.1809
C -0.4471 -1.8163 0.0859
C 0.2483 -0.4573 -0.2367
C 1.6237 -0.3960 0.5400
N 2.5977 -1.2605 -0.1707
O -1.3457 1.1458 -1.6990
O 2.6785 -2.4147 0.2325
O 3.2610 -0.7311 -1.0400
O -0.4733 0.6415 0.3041
Br 2.3556 1.4669 0.5419
H -3.0589 1.8823 0.3468
H -2.1701 3.2993 -0.3069
H -1.7333 2.7452 1.1226
H -1.0134 -1.7219 1.1055
H 0.1799 -2.7040 0.2332
H -1.0146 -2.0313 -0.7810
H 0.2257 -0.4980 -1.3668
H 1.4277 -0.8919 1.4494
```

ΔE to the lowest compared entry with this formula, charge and spin = 61.2 kJ/mol
HOMO level = -0.3933 hartree
HOMO-LUMO gap = 10.23 eV
Total charge = 0
E_LUMO = -0.471 eV

=====

Q: The highest total charge belongs to which entry?
A: C2H11N2O2

=====

Q: Among the records above, which one has the lowest total charge?
A: C64H69BrO4P2RbSi

=====

Q: What is the total charge in the second record?
A: -1